# 1
{
  "formula": "C18H17BrCl5IrNO5",
  "method": "ωB97M-V/def2-TZVPD",
  "total_charge": 2,
  "spin_multiplicity": 2,
  "e_tot_ha": -6105.724526,
  "gap_ev": [8.036, 5.558],
  "s_squared": 0.7630,
  "species": ["Ir", "Br", "Cl", "Cl", "Cl", "Cl", "Cl", "O", "O", "O", "O", "O", "N", "C", "C", "C", "C", "C", "C", "C", "C", "C", "C", "C", "C", "C", "C", "C", "C", "C", "C", "H", "H", "H", "H", "H", "H", "H", "H", "H", "H", "H", "H", "H", "H", "H", "H", "H"],
  "positions_angstrom": [[0.210, 0.132, 0.102], [-2.760, -2.029, 0.523], [4.340, -1.210, 4.763], [3.613, 1.685, 3.720], [1.478, 1.857, 1.260], [3.029, -3.701, 3.454], [0.935, -3.369, 1.179], [-1.690, 1.236, -0.628], [0.523, 2.036, -1.915], [-1.168, 0.471, 1.835], [1.730, -0.074, -1.023], [2.429, -0.981, -2.934], [-0.477, -1.478, -0.994], [1.672, -1.994, 1.885], [-0.633, 2.804, -2.148], [-1.874, -3.223, -1.832], [3.213, -1.017, 3.511], [0.138, -2.689, -2.981], [-1.777, 1.850, -1.945], [1.608, -0.915, -2.079], [1.343, -0.711, 1.472], [-2.189, 2.088, 0.414], [-1.018, -3.458, -2.887], [2.609, -2.141, 2.916], [1.744, 2.730, -2.197], [-2.391, 1.212, 1.617], [1.975, 0.365, 2.064], [-1.573, -2.230, -0.902], [-1.256, -0.277, 3.080], [0.364, -1.730, -2.030], [2.901, 0.283, 3.073], [-0.290, -0.724, 3.278], [-2.747, 2.340, -2.030], [-1.503, 0.433, 3.868], [-1.730, 1.026, -2.655], [-0.662, 3.197, -3.170], [-1.242, -4.227, -3.613], [2.560, 2.041, -2.002], [1.836, 3.613, -1.558], [-1.488, 2.903, 0.608], [1.766, 3.035, -3.244], [-0.676, 3.659, -1.462], [-3.148, 2.508, 0.107], [-2.779, -3.797, -1.700], [-2.586, 1.817, 2.503], [-3.211, 0.512, 1.461], [-2.022, -1.044, 3.001], [0.873, -2.812, -3.765]],
  "forces_ev_per_a": [[0.046, -0.365, 0.491], [0.026, -0.032, -0.047], [-0.039, -0.002, -0.045], [0.018, -0.021, 0.003], [-0.054, -0.112, 0.166], [-0.007, 0.031, 0.003], [0.000, 0.053, -0.015], [-0.012, 0.008, -0.097], [0.053, 0.045, -0.043], [-0.218, 0.020, -0.089], [-0.109, -0.096, -0.423], [-0.020, -0.017, 0.019], [0.123, 0.135, -0.120], [0.002, -0.090, 0.133], [-0.041, 0.027, -0.084], [-0.023, 0.047, 0.074], [0.065, 0.024, 0.077], [-0.068, -0.071, -0.016], [-0.006, -0.062, 0.003], [0.197, 0.275, 0.192], [-0.072, 0.090, -0.239], [-0.033, -0.051, 0.108], [0.097, 0.079, 0.004], [-0.047, -0.108, -0.059], [-0.046, 0.034, 0.023], [0.127, 0.097, -0.052], [0.158, 0.051, 0.136], [-0.192, -0.136, 0.046], [0.119, 0.126, -0.071], [-0.031, -0.058, -0.043], [-0.037, 0.100, -0.047], [-0.021, -0.018, -0.012], [-0.015, -0.017, -0.003], [0.012, -0.023, 0.033], [0.052, 0.006, -0.001], [0.007, -0.020, -0.005], [0.010, -0.003, -0.005], [-0.005, -0.004, -0.001], [0.008, 0.010, -0.022], [0.021, -0.024, 0.028], [0.007, -0.001, -0.004], [-0.028, 0.017, -0.015], [0.006, 0.030, 0.011], [0.001, -0.003, -0.004], [-0.019, 0.017, -0.007], [0.018, 0.024, 0.015], [-0.015, 0.001, 0.019], [-0.016, -0.016, -0.015]]
}

=====

# 2
{
  "formula": "C18H17ClN2O8P2V",
  "method": "ωB97M-V/def2-TZVPD",
  "total_charge": 0,
  "spin_multiplicity": 4,
  "e_tot_ha": -3494.703923,
  "gap_ev": [7.391, 5.636],
  "s_squared": 3.7717,
  "species": ["V", "Cl", "P", "P", "O", "O", "O", "O", "O", "O", "O", "O", "N", "N", "C", "C", "C", "C", "C", "C", "C", "C", "C", "C", "C", "C", "C", "C", "C", "C", "C", "C", "H", "H", "H", "H", "H", "H", "H", "H", "H", "H", "H", "H", "H", "H", "H", "H", "H"],
  "positions_angstrom": [[0.210, 0.243, -0.004], [3.167, -6.216, 0.431], [0.258, 0.387, -2.601], [1.913, 2.169, -1.108], [0.931, -0.714, -1.823], [1.718, -0.554, 0.803], [-0.797, 1.003, -1.700], [-0.020, 3.249, 1.410], [-0.281, -0.103, -4.006], [0.882, 2.706, -3.630], [3.350, 2.072, -0.781], [1.208, 3.574, -0.930], [-1.099, 1.183, 1.123], [-0.868, -1.351, 0.759], [-2.193, 0.422, 1.500], [2.771, 1.142, -3.579], [-2.123, -0.961, 1.285], [3.345, -2.231, 0.627], [2.704, -4.544, 0.538], [-4.333, -1.256, 2.160], [1.515, 1.677, -2.912], [-2.374, 3.153, 1.904], [-0.380, -2.529, 0.920], [1.006, -2.847, 0.699], [1.996, -1.837, 0.700], [3.693, -3.555, 0.535], [1.383, -4.200, 0.639], [-3.347, 0.952, 2.096], [-3.187, -1.794, 1.595], [-3.350, 2.381, 2.368], [-4.399, 0.106, 2.421], [-1.266, 2.611, 1.050], [-5.287, 0.526, 2.879], [-3.135, -2.854, 1.383], [-2.353, 4.221, 2.080], [0.622, -4.969, 0.666], [3.214, 0.346, -2.984], [-5.172, -1.897, 2.395], [0.826, 3.661, -0.016], [0.289, 2.848, 2.234], [-1.403, 2.933, 0.007], [-4.160, 2.797, 2.956], [-1.012, -3.319, 1.325], [2.509, 0.756, -4.565], [4.733, -3.847, 0.463], [4.095, -1.451, 0.631], [3.511, 1.937, -3.685], [1.512, 3.416, -3.804], [-0.823, 0.558, -4.457]],
  "forces_ev_per_a": [[0.075, -0.452, 0.312], [-0.001, -0.008, 0.002], [-0.050, 0.011, -0.069], [0.037, 0.038, -0.030], [-0.097, 0.015, -0.042], [-0.107, 0.121, -0.021], [0.013, 0.060, -0.006], [0.022, -0.005, -0.050], [-0.002, 0.021, 0.008], [0.006, 0.006, -0.012], [0.041, 0.018, -0.009], [-0.029, 0.062, 0.100], [-0.120, -0.015, -0.026], [-0.016, -0.031, -0.026], [0.062, -0.016, -0.053], [-0.002, 0.007, 0.011], [0.020, 0.075, -0.060], [-0.037, -0.009, -0.006], [-0.004, -0.010, -0.001], [-0.003, -0.032, -0.003], [0.000, -0.030, 0.024], [0.004, 0.025, -0.026], [0.036, 0.051, -0.002], [-0.013, -0.022, 0.003], [0.041, 0.029, -0.001], [0.012, 0.009, -0.002], [0.012, 0.024, 0.001], [-0.020, -0.037, -0.001], [0.005, -0.006, 0.033], [-0.002, -0.006, 0.015], [0.005, 0.030, 0.004], [0.022, 0.083, 0.015], [0.000, 0.003, 0.000], [0.001, -0.001, -0.008], [-0.004, 0.001, -0.004], [0.003, -0.006, -0.001], [-0.006, -0.002, 0.000], [0.000, -0.002, -0.001], [0.059, -0.010, -0.057], [-0.002, 0.014, -0.021], [0.001, 0.002, 0.007], [-0.003, 0.003, 0.000], [0.021, -0.012, 0.014], [0.014, 0.001, -0.005], [0.002, 0.003, 0.000], [0.007, -0.002, 0.001], [0.003, -0.003, -0.005], [-0.013, 0.003, 0.003], [0.007, 0.002, -0.003]]
}

=====

# 3
{
  "formula": "C18H17F3N2O",
  "method": "ωB97M-V/def2-TZVPD",
  "total_charge": 0,
  "e_tot_ha": -1180.482858,
  "gap_ev": 9.021,
  "smiles": "[H]/N=C1\\c2ccc(OC(F)(F)F)cc2CN1Cc1cc(C)cc(C)c1",
  "species": ["F", "F", "F", "O", "N", "N", "C", "C", "C", "C", "C", "C", "C", "C", "C", "C", "C", "C", "C", "C", "C", "C", "C", "C", "H", "H", "H", "H", "H", "H", "H", "H", "H", "H", "H", "H", "H", "H", "H", "H", "H"],
  "positions_angstrom": [[-3.655, -3.444, -1.995], [-4.421, -5.053, -0.682], [-5.796, -3.523, -1.518], [-4.366, -3.000, 0.181], [-0.513, 1.429, 1.306], [-1.300, 2.779, -0.470], [-3.321, 0.392, -0.923], [1.997, 1.813, -0.554], [-2.000, -0.370, 0.984], [3.796, 0.214, -0.665], [1.856, 1.596, 0.815], [3.019, 1.299, -2.821], [-1.344, 1.676, 0.200], [2.956, 1.116, -1.313], [-4.018, -0.835, -0.862], [-4.556, -3.745, -1.005], [0.676, 2.220, 1.569], [-0.813, 0.065, 1.800], [-2.267, 0.596, -0.013], [4.586, -0.981, 1.431], [-3.721, -1.809, 0.100], [-2.749, -1.541, 1.040], [2.708, 0.693, 1.435], [3.707, 0.007, 0.730], [-4.784, -1.047, -1.604], [0.868, 2.210, 2.642], [2.056, 1.517, -3.306], [3.989, -1.811, 1.887], [0.008, -0.659, 1.694], [3.728, 2.123, -3.047], [-1.037, 0.046, 2.859], [0.525, 3.271, 1.244], [5.344, -1.342, 0.763], [-2.539, -2.300, 1.766], [2.570, 0.498, 2.503], [3.387, 0.368, -3.225], [5.068, -0.542, 2.297], [-3.618, 1.148, -1.656], [-1.916, 2.770, -1.272], [4.578, -0.308, -1.219], [1.310, 2.462, -1.095]],
  "forces_ev_per_a": [[-1.049, -0.438, 1.393], [-0.349, 1.491, -0.467], [1.194, -0.387, 0.562], [-0.675, -2.080, -1.713], [-2.073, -0.857, -1.068], [0.847, -0.461, 0.565], [0.178, -0.680, 0.556], [0.257, -0.327, -0.652], [-0.519, 0.370, -1.226], [0.284, 0.100, 0.906], [-0.159, 0.224, -0.149], [0.403, 0.449, 0.519], [0.805, 2.782, -0.531], [-0.908, 0.270, 0.238], [0.102, 0.552, -0.301], [0.357, 0.378, 0.344], [0.660, -0.291, -0.458], [0.416, 0.109, 0.141], [-0.876, -2.186, 1.008], [-0.750, -0.329, 0.816], [0.738, 2.219, -0.646], [0.688, 0.006, 0.355], [0.243, -0.222, 0.210], [-0.737, 0.407, -0.689], [0.035, 0.132, 0.158], [0.008, 0.035, 0.045], [0.222, 0.027, 0.428], [0.432, 0.386, -0.722], [0.145, 0.290, -0.332], [-0.375, -0.508, -0.126], [-0.182, 0.289, 0.436], [-0.231, -0.785, 0.143], [0.318, -0.466, -0.201], [0.119, -0.315, 0.394], [0.155, 0.042, -0.217], [0.262, -0.119, -0.453], [0.262, 0.324, 0.071], [0.230, -0.345, 0.234], [-0.290, -0.122, 0.090], [-0.249, 0.014, 0.024], [0.062, 0.023, 0.315]]
}

=====

# 4
{
  "formula": "C18H17F4NO3",
  "method": "ωB97M-V/def2-TZVPD",
  "total_charge": 0,
  "e_tot_ha": -1376.059428,
  "gap_ev": 8.791,
  "smiles": "COc1ccc(NC(=O)c2ccc(COCC(F)(F)C(F)F)cc2)cc1",
  "species": ["F", "F", "F", "F", "O", "O", "O", "N", "C", "C", "C", "C", "C", "C", "C", "C", "C", "C", "C", "C", "C", "C", "C", "C", "C", "C", "H", "H", "H", "H", "H", "H", "H", "H", "H", "H", "H", "H", "H", "H", "H", "H", "H"],
  "positions_angstrom": [[-5.373, -3.738, 2.272], [-6.076, -2.606, -0.053], [-4.740, -1.674, 2.306], [-4.323, -3.807, -0.459], [-2.221, -2.604, 1.139], [1.287, 4.692, 1.321], [2.392, -0.814, -3.907], [2.582, 1.027, -2.648], [2.938, 3.781, -0.231], [0.696, 2.932, -0.100], [1.791, -0.870, -0.463], [-0.505, -2.276, -1.123], [-4.761, -2.717, 0.201], [0.201, -1.610, -2.106], [-3.064, -3.329, 1.985], [-0.073, -2.241, 0.197], [0.975, 2.011, -1.084], [-0.854, -2.974, 1.253], [-4.497, -2.871, 1.715], [2.123, -0.236, -2.872], [1.673, 3.826, 0.345], [2.252, 1.943, -1.640], [1.344, -0.887, -1.780], [2.223, 5.629, 1.799], [1.082, -1.539, 0.517], [3.217, 2.847, -1.213], [-2.833, -3.151, 3.046], [3.239, 1.354, -3.347], [-0.481, -2.730, 2.257], [4.203, 2.820, -1.653], [-1.397, -2.830, -1.372], [-0.287, 2.990, 0.338], [3.090, 5.137, 2.252], [2.694, -0.339, -0.205], [3.715, 4.464, 0.073], [1.699, 6.206, 2.559], [-4.238, -1.830, -0.184], [0.200, 1.347, -1.430], [-3.007, -4.410, 1.784], [-0.122, -1.643, -3.135], [1.433, -1.518, 1.538], [2.560, 6.301, 1.004], [-0.757, -4.062, 1.102]],
  "forces_ev_per_a": [[0.071, -0.277, -0.121], [-0.364, 0.118, 0.189], [0.104, 0.272, -0.142], [0.220, -0.452, -0.048], [0.099, 0.162, -0.059], [-0.196, -0.189, -0.091], [-0.113, -0.131, -0.089], [0.428, 0.169, -0.379], [-0.146, 0.287, 0.258], [0.123, 0.163, 0.143], [0.018, -0.041, -0.194], [0.022, 0.018, 0.069], [0.259, 0.645, 0.045], [0.112, 0.113, -0.049], [-0.281, -0.229, 0.200], [-0.058, 0.003, 0.128], [0.089, 0.174, -0.063], [0.008, -0.042, -0.002], [0.245, -0.138, -0.125], [0.113, -0.021, -0.045], [0.016, -0.147, -0.131], [-0.045, 0.415, 0.352], [-0.036, -0.366, 0.167], [0.129, 0.128, 0.064], [-0.085, -0.121, 0.011], [-0.206, -0.327, -0.131], [-0.093, -0.033, -0.107], [-0.171, -0.168, 0.029], [-0.011, -0.040, -0.103], [0.109, -0.037, -0.025], [-0.118, -0.054, -0.051], [-0.137, 0.003, 0.051], [-0.022, 0.016, -0.030], [0.056, 0.085, 0.024], [0.044, 0.078, 0.050], [0.084, -0.012, -0.046], [-0.140, -0.230, 0.136], [-0.085, -0.009, -0.009], [-0.020, 0.158, 0.020], [-0.012, -0.025, -0.103], [0.023, 0.008, 0.121], [0.001, -0.033, 0.022], [-0.039, 0.107, 0.065]]
}

=====

# 5
{
  "formula": "C18H17F9N2O8OsP2",
  "method": "ωB97M-V/def2-TZVPD",
  "total_charge": 0,
  "e_tot_ha": -3079.893711,
  "gap_ev": [6.377, 5.823],
  "species": ["Os", "P", "P", "F", "F", "F", "F", "F", "F", "F", "F", "F", "O", "O", "O", "O", "O", "O", "O", "O", "N", "N", "C", "C", "C", "C", "C", "C", "C", "C", "C", "C", "C", "C", "C", "C", "C", "C", "C", "C", "H", "H", "H", "H", "H", "H", "H", "H", "H", "H", "H", "H", "H", "H", "H", "H", "H"],
  "positions_angstrom": [[-0.552, 0.003, -0.013], [-3.312, 0.279, 0.828], [-1.492, 2.438, 0.870], [-2.289, -6.156, 0.468], [4.341, 3.481, 2.393], [1.870, 0.357, 4.870], [0.159, -7.356, 0.610], [3.317, 2.583, 0.151], [0.800, -0.571, 2.636], [2.201, -3.104, 0.536], [-2.491, -3.462, 0.435], [2.397, -5.819, 0.608], [-3.009, 1.900, 0.916], [-2.378, -0.298, 2.002], [-0.681, 2.009, 2.024], [-2.556, -0.217, -0.412], [-0.902, 1.945, -0.474], [-4.739, 0.056, 1.002], [-1.696, 4.003, 0.796], [-0.206, -1.905, 0.488], [1.368, 0.453, 0.135], [-0.115, 0.123, -2.258], [-0.337, 1.497, -2.775], [-1.220, -2.158, -2.529], [1.330, -0.194, -2.148], [-0.818, -0.841, -3.140], [1.985, 0.944, 1.273], [-1.281, -4.033, 0.506], [3.139, 1.939, 3.687], [1.196, -5.237, 0.591], [1.666, 0.426, 2.549], [0.056, -6.023, 0.580], [2.936, 1.984, 1.285], [2.223, 0.908, 3.708], [1.982, 0.712, -1.135], [-1.185, -5.411, 0.520], [-1.797, 1.947, -2.779], [3.473, 2.468, 2.458], [1.089, -3.862, 0.566], [-0.149, -3.201, 0.522], [-1.840, -1.962, -1.662], [1.837, -0.061, -3.111], [-2.743, -0.136, 2.885], [0.067, 1.551, -3.795], [-0.357, -2.756, -2.249], [-1.727, -0.358, -3.485], [1.832, 1.752, -1.432], [1.441, -1.233, -1.835], [-2.529, 4.261, 0.374], [3.563, 2.334, 4.599], [-1.835, 3.035, -2.756], [-0.178, -1.026, -4.012], [0.222, 2.183, -2.150], [-1.803, -2.721, -3.258], [-2.310, 1.570, -1.901], [3.056, 0.536, -1.082], [-2.329, 1.613, -3.670]],
  "forces_ev_per_a": [[2.733, -1.022, -2.835], [-1.023, 0.210, 0.838], [0.050, 0.515, 0.984], [-0.020, -0.007, 0.046], [0.073, 0.074, -0.073], [-0.069, -0.050, 0.058], [-0.038, 0.077, -0.020], [0.056, 0.164, -0.166], [-0.311, -0.230, 0.064], [-0.024, -0.148, 0.023], [0.047, -0.063, 0.005], [0.017, 0.034, 0.035], [0.182, -0.297, -0.248], [-0.187, -0.117, -0.006], [-0.088, 0.213, 0.066], [0.613, 0.237, 0.142], [-0.013, -0.199, 1.886], [0.058, -0.010, -0.183], [-0.228, 0.030, -0.194], [-0.750, 1.423, 0.067], [-2.111, 0.196, 0.622], [-0.171, -0.610, 1.935], [-0.020, 0.525, -0.491], [0.161, 0.035, 0.229], [0.386, 0.098, -0.539], [-0.236, -0.220, -0.420], [0.502, 0.302, 0.999], [0.005, 0.465, -0.058], [-0.113, 0.017, -0.088], [-0.001, -0.087, 0.041], [0.043, 0.091, -0.705], [0.030, -0.027, -0.042], [-0.334, -0.265, -0.064], [0.234, 0.175, 0.022], [0.356, -0.219, -0.420], [0.069, -0.042, 0.042], [-0.194, -0.372, -0.519], [0.053, -0.080, 0.267], [-0.086, 0.431, -0.124], [0.069, -0.822, -0.293], [-0.108, -0.277, 0.065], [-0.218, -0.033, -0.082], [0.221, 0.007, -0.100], [0.077, -0.233, 0.070], [0.066, -0.150, 0.113], [0.069, 0.099, -0.023], [0.219, 0.004, 0.135], [-0.112, 0.001, -0.052], [0.150, 0.002, 0.072], [0.021, -0.019, -0.004], [0.052, 0.019, -0.006], [0.014, 0.249, 0.016], [-0.030, -0.094, -0.403], [0.037, 0.007, 0.000], [-0.186, 0.011, -0.435], [0.004, -0.088, -0.145], [0.006, 0.070, -0.103]]
}

=====

What is the formula in the first record?
C18H17BrCl5IrNO5